(1)
DFT (the ωB97M-V functional and the def2-TZVPD basis) results for an isolated molecule of C4H11NO in a non-equilibrium geometry.

Values from the calculation:
LUMO: 1.0 eV
orbital gap: 0.3405 Eh
spin multiplicity: 1
SMILES: CNCCCO
energy relative to the best compared isomer or geometry (same formula, charge and spin): 243.5 kJ/mol

Geometry (Å):
C (1.8830, 1.8390, -0.9922)
N (0.6605, 1.2642, -1.4734)
C (-0.2341, 0.8089, -0.4953)
C (-0.0406, -0.5500, 0.3633)
C (-1.3815, -1.0996, 0.8150)
O (-0.9789, -2.1194, 1.7681)
H (2.5491, 1.7416, -1.8187)
H (1.6025, 2.8566, -0.6778)
H (2.3087, 1.1670, -0.2524)
H (0.5272, 0.9953, -2.4100)
H (-0.5070, 1.6082, 0.2935)
H (-1.1881, 0.7254, -0.9274)
H (0.4113, -1.3250, -0.2837)
H (0.5985, -0.6733, 1.2374)
H (-2.0025, -1.5634, 0.0876)
H (-2.0212, -0.5221, 1.4044)
H (-0.4312, -2.8936, 1.3718)

(2)
DFT (the ωB97M-V functional and the def2-TZVPD basis) results for C19H22N10PSSr as an isolated structure in a non-equilibrium geometry.

Values from the calculation:
LUMO: -2.4 eV
orbital gap: 0.2709 Eh
spin multiplicity: 1
net charge: +1
energy relative to the best compared isomer or geometry (same formula, charge and spin): 0.0 kJ/mol

Geometry (Å):
Sr (0.2345, -1.0204, 1.2852)
N (1.3599, -5.8032, 1.9668)
C (0.7976, -4.5615, 2.0205)
S (1.8868, -3.2204, 2.0590)
N (-0.5230, -4.5510, 2.0542)
N (-1.0400, -3.2967, 1.9709)
C (-2.2640, -3.1731, 2.2555)
C (-3.0408, -1.9006, 2.2839)
C (-4.4373, -1.9598, 2.3854)
C (-5.1788, -0.7940, 2.4997)
C (-4.5023, 0.4469, 2.5458)
C (-3.1153, 0.4340, 2.4936)
N (-2.3689, -0.6833, 2.3412)
H (2.3434, -5.8725, 2.1046)
H (0.7248, -6.5700, 2.0254)
H (-2.8568, -4.0574, 2.5191)
H (-4.8825, -2.9179, 2.3715)
H (-6.2433, -0.8261, 2.5762)
H (-5.0248, 1.3838, 2.7562)
H (-2.5211, 1.3033, 2.5580)
C (2.1595, 4.4423, -0.4130)
N (1.7263, 3.3742, 0.4940)
C (1.7803, 3.5158, 1.8522)
C (1.1699, 2.4143, 2.3423)
N (0.8684, 1.5554, 1.3538)
C (1.2149, 2.1509, 0.2164)
P (1.1054, 1.4932, -1.4890)
C (2.2737, 0.0904, -1.4124)
N (2.3048, -0.8579, -0.5126)
C (3.3865, -1.6203, -0.7795)
C (4.0811, -1.0964, -1.8498)
N (3.3813, 0.0245, -2.2152)
C (3.7110, 0.8476, -3.3626)
C (-0.5131, 0.7461, -1.7206)
N (-0.9881, -0.3708, -1.2050)
C (-2.1600, -0.5938, -1.8269)
C (-2.4485, 0.4386, -2.6771)
N (-1.3913, 1.2884, -2.6136)
C (-1.2614, 2.4683, -3.4739)
H (1.4622, 5.2858, -0.3155)
H (2.1678, 4.0909, -1.4303)
H (3.1700, 4.7722, -0.2366)
H (2.1532, 4.4110, 2.2969)
H (0.9420, 2.1153, 3.3143)
H (3.6268, -2.4486, -0.2224)
H (5.0145, -1.4041, -2.2714)
H (2.8560, 1.4439, -3.6309)
H (4.0026, 0.1629, -4.1439)
H (4.5542, 1.4976, -3.1291)
H (-2.7769, -1.4113, -1.5247)
H (-3.2756, 0.5606, -3.3612)
H (-2.1983, 2.9868, -3.5050)
H (-0.9996, 2.1787, -4.5232)
H (-0.4474, 3.0871, -3.0973)

(3)
DFT (the ωB97M-V functional and the def2-TZVPD basis) results for an isolated ion of composition C25H19Cl2F12NO6PS3 and charge -1 in a non-equilibrium geometry.

Values from the calculation:
LUMO: 0.9 eV
orbital gap: 0.2241 Eh
spin multiplicity: 1
net charge: -1
SMILES: CC[C@H](Cl)c1c(Cl)c(P(O)(O)=S)c2c(c1CCCF)Sc1c(cc(S(=O)(=O)C(F)(F)C(F)(F)C(F)(F)F)c(CCC(F)(F)F)c1F)N2C(=O)[O-]

Geometry (Å):
C (2.9875, -3.8057, 3.6990)
C (3.9026, -3.8328, 2.3449)
C (3.0589, -4.6464, 1.2119)
Cl (4.1910, -5.4537, -0.0356)
C (1.9478, -3.7309, 0.5048)
C (0.4055, -3.9879, 0.6280)
Cl (-0.0786, -5.4331, 1.6727)
C (-0.6746, -3.0831, -0.0833)
P (-2.5280, -3.4046, 0.0054)
O (-3.1104, -2.6494, 1.4358)
O (-3.4033, -2.6443, -1.2737)
S (-3.0060, -5.3013, -0.1068)
C (-0.1430, -1.8478, -0.9045)
C (1.4154, -1.6181, -1.0045)
C (2.4783, -2.5192, -0.3345)
C (4.0092, -2.1350, -0.5545)
C (4.3283, -2.4331, -2.1356)
C (5.6637, -3.2868, -2.3584)
F (6.7440, -2.9047, -1.4867)
S (1.9020, -0.1021, -1.9901)
C (0.6243, 1.1190, -1.3816)
C (-0.8189, 0.4934, -1.2128)
C (-1.9351, 1.4254, -0.6658)
C (-1.6686, 2.9268, -0.2720)
S (-3.0940, 3.9101, 0.4270)
O (-2.6650, 5.1452, 1.1679)
O (-3.8991, 4.3730, -0.7736)
C (-4.0960, 2.6988, 1.4330)
F (-3.2476, 1.7603, 2.1212)
F (-4.9625, 2.0312, 0.4981)
C (-5.0386, 3.3476, 2.5535)
F (-6.1070, 4.0164, 1.8673)
F (-4.3551, 4.2763, 3.4073)
C (-5.7011, 2.2660, 3.5670)
F (-4.7393, 2.0658, 4.6079)
F (-6.8214, 2.8685, 4.1998)
F (-6.0377, 1.0477, 2.9579)
C (-0.2445, 3.4918, -0.4871)
C (0.1326, 5.0028, -0.1433)
C (-0.6568, 6.0445, -1.1000)
C (-0.1912, 5.9527, -2.6272)
F (-0.3343, 7.2703, -3.1930)
F (1.0989, 5.4101, -2.8231)
F (-1.1474, 5.1509, -3.3419)
C (0.9242, 2.5937, -1.0360)
F (2.2548, 3.0974, -1.2132)
N (-1.0643, -0.9109, -1.5685)
C (-1.1681, -1.1356, -3.0314)
O (-1.7827, -0.3120, -3.7894)
O (-0.6493, -2.2829, -3.6431)
H (3.4295, -3.1178, 4.5011)
H (1.9497, -3.4405, 3.3398)
H (2.8718, -4.8923, 4.0268)
H (4.0734, -2.7400, 2.0710)
H (4.8599, -4.4185, 2.5547)
H (2.6015, -5.5386, 1.7870)
H (-3.4552, -1.7727, 1.1125)
H (-3.1815, -3.0966, -2.1314)
H (4.7552, -2.7673, 0.0295)
H (4.2388, -1.0358, -0.2767)
H (4.3741, -1.3848, -2.6240)
H (3.4321, -2.9951, -2.6044)
H (5.4029, -4.4074, -2.3087)
H (5.9928, -3.0980, -3.4504)
H (-2.9766, 0.9419, -0.5653)
H (1.2576, 5.1645, -0.3332)
H (-0.0945, 5.2685, 0.9584)
H (-1.7912, 5.8856, -1.0863)
H (-0.4397, 7.1207, -0.7393)

- Among the records above, which one has the lowest orbital gap?
  C25H19Cl2F12NO6PS3